#1
Formula: CH3I2P
Source: OMol25
Level of theory: the ωB97M-V functional and the def2-TZVPD basis

Results
- Spin multiplicity: 1

Element x y z (Å)
C (-0.840, 0.177, -0.930)
P (1.681, 0.393, 0.792)
I (-1.887, 1.904, -0.350)
I (-1.559, -1.749, -0.471)
H (0.258, 0.233, -0.709)
H (1.904, -0.937, 0.183)
H (0.442, -0.021, 1.484)

Here are the Mulliken charges for atoms 1 to 5, given in e: C -0.59; P -0.07; I 0.13; I 0.12; H 0.24

---

#2
Formula: CH3I2P
Source: OMol25
Level of theory: the ωB97M-V functional and the def2-TZVPD basis

Results
- Spin multiplicity: 1

Element x y z (Å)
C (0.521, -0.222, -0.658)
P (-0.658, -0.057, 1.318)
I (2.238, -1.406, -0.160)
I (-2.835, 0.688, 0.422)
H (0.928, 0.737, -1.065)
H (-0.021, -0.870, -1.324)
H (-0.172, 1.130, 1.466)

Here are the Mulliken charges for atoms 1 to 5, given in e: C -0.85; P 0.11; I 0.03; I -0.05; H 0.35

---

#3
Formula: CH3I2P
Source: OMol25
Level of theory: the ωB97M-V functional and the def2-TZVPD basis

Results
- Spin multiplicity: 1

Element x y z (Å)
C (1.393, -0.755, 0.041)
P (0.152, -0.609, -1.028)
I (-3.219, 1.589, -0.107)
I (2.916, 0.598, 0.214)
H (1.137, -1.392, 0.874)
H (-1.819, 2.260, 0.566)
H (-0.559, -1.691, -0.559)

Here are the Mulliken charges for atoms 1 to 5, given in e: C -0.41; P -0.06; I -0.11; I 0.09; H 0.36

---

Tell me which of them is the most stable. Sure, it is #2.

---

#1
Formula: HO3S3
Source: OMol25
Level of theory: the ωB97M-V functional and the def2-TZVPD basis

Results
- Spin multiplicity: 1
- SMILES string: O=S(=O)([O-])SS
- Total charge: -1

Element x y z (Å)
O (0.602, -0.530, -1.496)
S (0.786, -0.381, 0.014)
O (-0.142, -1.282, 0.775)
O (2.175, -0.315, 0.297)
S (0.150, 1.507, 0.550)
S (-1.724, 1.172, -0.279)
H (-1.847, -0.172, 0.138)

Here are the Mulliken charges for atoms 1 to 5, given in e: O -0.60; S 1.03; O -0.64; O -0.61; S -0.14

---

#2
Formula: HO3S3
Source: OMol25
Level of theory: the ωB97M-V functional and the def2-TZVPD basis

Results
- Spin multiplicity: 1
- Total charge: -1

Element x y z (Å)
O (1.588, 0.762, 1.039)
O (0.494, 0.946, -1.147)
O (2.163, -0.802, -0.758)
S (-2.190, 0.516, 0.712)
S (-0.299, -1.326, 0.447)
S (1.189, 0.115, -0.189)
H (-2.945, -0.211, -0.105)

Here are the Mulliken charges for atoms 1 to 5, given in e: O -0.55; O -0.53; O -0.62; S -0.27; S -0.19

---

#3
Formula: HO3S3
Source: OMol25
Level of theory: the ωB97M-V functional and the def2-TZVPD basis

Results
- Spin multiplicity: 1
- Total charge: -1

Element x y z (Å)
O (-1.172, 0.973, -0.914)
O (-1.673, 0.168, 1.336)
O (-3.429, 0.123, -0.461)
S (0.909, -1.121, 0.713)
S (-1.426, -1.828, -0.587)
S (-2.006, 0.155, -0.106)
H (0.231, -0.241, 1.323)

Here are the Mulliken charges for atoms 1 to 5, given in e: O -0.50; O -0.63; O -0.62; S -0.28; S -0.18

---

Tell me which of them is the most stable. Sure, it is #1.

---

#1
Formula: CH3N5
Source: OMol25
Level of theory: the ωB97M-V functional and the def2-TZVPD basis

Results
- Spin multiplicity: 1
- SMILES string: [H]/N=c1/nn[nH][nH]1

Element x y z (Å)
H (-2.553, 0.282, 0.132)
N (-1.967, -0.492, 0.050)
C (-0.724, -0.273, -0.103)
N (0.202, -1.476, -0.069)
N (1.365, -1.165, 0.018)
N (1.497, 0.287, -0.110)
N (0.079, 0.811, 0.062)
H (2.065, 0.681, 0.770)
H (0.035, 1.345, -0.751)

Here are the Mulliken charges for atoms 1 to 5, given in e: H 0.23; N -0.56; C 0.45; N -0.08; N -0.18

---

#2
Formula: CH3N5
Source: OMol25
Level of theory: the ωB97M-V functional and the def2-TZVPD basis

Results
- Spin multiplicity: 1
- SMILES string: Nc1nn[nH]n1

Element x y z (Å)
N (0.201, -1.503, 0.853)
C (-0.045, -0.285, 0.326)
N (0.582, -0.249, -0.892)
N (0.292, 0.872, -1.431)
N (-0.459, 1.491, -0.565)
N (-0.717, 0.818, 0.582)
H (0.105, -1.771, 1.825)
H (0.848, -1.780, 0.082)
H (-0.807, 2.406, -0.780)

Here are the Mulliken charges for atoms 1 to 5, given in e: N -0.38; C 0.47; N -0.20; N -0.45; N 0.38

---

#3
Formula: CH3N5
Source: OMol25
Level of theory: the ωB97M-V functional and the def2-TZVPD basis

Results
- Spin multiplicity: 1
- SMILES string: [H]/N=c1/nn[nH][nH]1

Element x y z (Å)
H (2.675, -0.767, -0.052)
N (2.081, 0.033, -0.060)
C (0.840, 0.096, -0.072)
N (-0.063, 1.217, 0.056)
N (-1.297, 0.769, 0.090)
N (-1.382, -0.552, -0.215)
N (-0.076, -1.104, 0.041)
H (-2.461, -1.039, -0.111)
H (-0.097, -1.310, 1.204)

Here are the Mulliken charges for atoms 1 to 5, given in e: H 0.26; N -0.54; C 0.52; N -0.24; N -0.15

---

Tell me which of them is the most stable. Sure, it is #2.